Computed, not measured: a molecular structure, C15H29F3O6Zn, with wB97M-V/def2-TZVPD.

Structure (XYZ):
```
54
Properties=species:S:1:pos:R:3:forces:R:3:mulliken_charge:R:1
Zn 0.137581 0.490201 0.186819 -0.31 -0.91 0.11 1.569
C -0.813189 2.033581 2.258329 2.79 0.28 -2.12 0.136
O -0.508649 0.634191 2.297699 -0.56 -1.92 1.37 -0.154
O -0.444029 2.305491 0.929769 -1.77 0.44 1.65 -0.758
C -2.218569 2.420071 2.902609 0.63 -0.14 -2.00 0.636
F -2.366469 3.787361 3.012759 0.04 -1.92 -0.09 -0.279
F -3.239699 1.937541 2.086619 0.93 0.71 1.76 -0.222
F -2.280059 1.887071 4.151039 -0.60 0.49 -1.05 -0.259
C 0.043421 0.031591 3.479159 -0.35 -0.63 0.82 -0.386
C 0.187321 -1.475429 3.350889 -0.69 -0.66 -1.02 -1.079
H 0.813181 -1.783349 2.513289 0.60 0.30 0.21 -0.040
H 0.465751 -1.964509 4.284369 0.43 0.35 0.04 0.463
H -0.723019 -1.998069 3.057229 -0.57 0.44 0.15 0.358
H -0.573149 0.224821 4.356999 -0.31 0.20 -0.16 0.342
H 1.030271 0.392161 3.769339 0.25 0.69 -0.54 0.350
H -0.038439 2.449641 2.902349 -0.27 0.76 0.69 0.294
C 1.339741 -3.745809 0.365939 0.84 0.70 0.61 -1.231
C 0.582521 -2.847499 -0.564071 -0.24 1.03 -0.47 -0.565
O 0.422301 -1.518359 -0.203141 0.18 0.38 0.54 -0.495
H 0.958641 -3.713529 1.386629 -0.32 -0.53 -0.05 0.257
H 2.342241 -3.325489 0.445989 0.34 -0.09 0.05 0.234
H 1.431751 -4.731399 -0.090401 -0.17 -0.22 0.40 0.363
H -0.355659 -3.356339 -0.785431 -0.75 0.01 -0.02 0.267
H 1.148581 -2.931419 -1.491771 0.17 0.12 -0.72 0.292
C 3.995521 -0.039059 1.410259 -0.42 0.24 -0.05 -1.086
C 3.355841 0.791891 0.321039 -0.51 0.71 -0.04 0.803
O 2.153131 0.955811 0.201419 1.00 -0.20 0.26 -0.496
C 4.279421 1.437141 -0.705871 -0.09 -0.74 0.93 -1.186
H 4.322391 -0.971379 0.949799 0.25 -0.01 0.01 0.326
H 3.319551 -0.298439 2.225049 -0.20 0.15 -0.23 0.144
H 4.841221 0.513031 1.820259 0.19 -0.18 -0.10 0.391
H 5.102921 0.728281 -0.792291 -0.01 -0.09 -0.86 0.407
H 4.791801 2.326091 -0.337991 -0.44 0.24 0.20 0.321
H 3.671251 1.647431 -1.585641 0.50 -0.08 -0.10 0.271
C -0.718199 -0.293519 -3.607821 -0.08 -0.31 1.95 -0.571
C -0.072039 0.968881 -3.051631 0.95 -0.70 -2.36 0.669
O 0.257841 1.070931 -1.907791 0.05 0.59 1.03 -0.512
C 0.304361 2.013041 -4.082301 -0.45 -0.35 0.32 -1.293
H -1.758989 -0.128509 -3.886421 0.19 0.07 -0.50 0.263
H -0.724419 -0.928769 -2.722091 -0.25 -0.33 0.03 -0.199
H -0.123389 -0.849699 -4.332371 -0.09 0.61 -0.39 0.475
H 1.251141 2.496161 -3.840851 -0.24 0.10 0.05 0.311
H -0.534849 2.707621 -4.045101 0.16 0.44 -0.23 0.319
H 0.327331 1.548671 -5.068171 0.06 0.18 0.01 0.378
C -3.203039 -1.297819 -1.522631 -1.20 -0.81 0.17 -0.946
C -2.965709 0.047431 -0.849611 -0.64 -1.07 -1.26 0.774
O -1.888149 0.161321 -0.320841 -1.14 1.13 0.14 -0.068
C -4.118619 1.090511 -0.944881 0.87 0.43 0.93 -1.425
H -2.639529 -2.110269 -1.063841 0.62 0.43 -0.09 0.154
H -3.054749 -1.299139 -2.602501 0.30 0.28 0.09 0.200
H -4.225629 -1.663289 -1.428631 -0.41 0.44 0.12 0.420
H -3.878239 1.956181 -0.327681 0.13 -0.15 0.20 0.327
H -5.065119 0.683311 -0.589311 0.16 -0.32 0.07 0.390
H -4.345429 1.533601 -1.914581 0.45 -0.59 -0.45 0.344
```
Positions in Å, forces in eV/Å.

## Properties
charge	0
ΔE to the lowest compared entry with this formula, charge and spin	2.282	eV
orbital gap	0.2881	Ha

***

Computed, not measured: a molecular structure, C28H28CoN9OS2Si, with wB97M-V/def2-TZVPD.

Structure (XYZ):
```
70
Properties=species:S:1:pos:R:3:forces:R:3:mulliken_charge:R:1
Co 1.600345 -0.165242 -0.268396 -0.12 -0.90 0.03 0.490
N 5.820688 -0.590850 -1.229163 -0.02 0.05 -0.01 0.091
C 4.625297 -1.195548 -1.226854 -0.11 0.03 0.04 -0.286
N 3.696113 -0.285829 -1.047763 -0.02 0.02 0.07 -0.172
C 4.390506 0.868999 -0.931873 -0.13 0.45 0.03 -0.213
N 5.694433 0.743208 -1.037805 -0.01 -0.17 -0.01 -0.771
C 3.658902 2.121763 -0.665096 0.22 -0.37 -0.09 0.751
C 4.284560 3.349678 -0.512024 -0.19 0.02 0.03 -0.216
N 3.584321 4.453924 -0.275574 0.06 0.05 0.01 -0.669
C 2.264992 4.312415 -0.191876 -0.14 -0.09 -0.01 -0.468
C 1.627569 3.084732 -0.330406 0.22 0.08 0.05 -0.431
N 2.335138 1.982052 -0.560832 -0.14 0.07 -0.09 0.297
H 6.730066 -1.004245 -1.326005 0.04 0.00 -0.01 0.170
H 4.439568 -2.254089 -1.320675 0.02 -0.01 0.00 0.557
H 5.361952 3.425315 -0.581124 0.01 0.03 -0.01 0.465
H 1.675535 5.201222 -0.000564 0.06 0.04 -0.01 0.407
H 0.557943 2.961759 -0.233383 0.01 0.02 -0.01 0.522
S -0.116416 -0.845879 -1.740487 0.09 0.11 -0.01 -0.232
C -0.031599 -2.574094 -1.995200 0.03 0.07 0.06 0.186
C -0.906123 -3.142160 -2.919957 0.00 0.03 -0.02 -0.989
C -0.949554 -4.509157 -3.161498 -0.16 -0.03 -0.16 0.393
C -1.879028 -5.030581 -4.125969 0.13 0.02 0.16 -0.057
N -2.633881 -5.435882 -4.894892 -0.01 0.02 -0.03 -0.602
C -0.082552 -5.347560 -2.447571 0.03 -0.26 -0.02 0.508
C 0.790964 -4.795110 -1.524832 0.07 0.01 0.08 -0.913
C 0.849725 -3.418751 -1.266345 0.03 0.06 -0.07 0.333
S 1.959221 -2.803213 -0.085280 -0.08 0.16 -0.03 -0.478
C -0.077898 -6.772303 -2.657802 -0.02 0.22 -0.02 -0.025
N -0.057802 -7.910880 -2.823479 0.00 -0.02 0.02 -0.587
H -1.577455 -2.491606 -3.465357 0.01 0.00 -0.01 0.484
H 1.456257 -5.447425 -0.974382 -0.01 0.00 0.00 0.467
C -4.952869 -0.027410 0.613838 -0.01 -0.02 0.03 -1.129
N -3.835274 0.638947 1.281063 0.00 0.07 -0.06 -0.182
N -2.872694 1.125228 0.385945 0.11 -0.03 -0.03 0.639
C -1.591212 0.850895 0.848820 -0.01 -0.22 -0.11 0.081
O -0.575233 1.275725 0.321888 0.03 0.31 0.15 -0.255
C -1.790145 0.021354 2.022714 -0.02 0.15 -0.05 -0.145
C -3.114503 -0.099967 2.216878 -0.06 -0.06 0.02 0.184
C -3.840038 -0.922902 3.223600 -0.01 0.03 0.03 -1.579
C -3.182940 2.135748 -0.550985 0.05 -0.15 0.04 -0.104
C -4.132428 3.107259 -0.265633 0.00 0.02 -0.04 0.023
C -4.400721 4.090586 -1.208597 -0.03 0.00 0.06 -0.638
C -3.713440 4.111542 -2.412050 0.02 -0.01 -0.05 -0.401
C -2.765754 3.131716 -2.685004 0.00 -0.02 0.02 -0.817
C -2.500931 2.129773 -1.765649 -0.06 0.08 0.05 -0.270
H -5.363035 0.641787 -0.138575 -0.01 0.02 0.01 0.380
H -5.725609 -0.228175 1.353199 0.01 -0.02 -0.01 0.412
H -4.641023 -0.959748 0.133373 0.02 0.02 -0.02 0.308
H -0.995893 -0.388563 2.619880 0.04 -0.03 0.01 0.126
H -3.133611 -1.302346 3.958213 0.01 0.00 -0.01 0.389
H -4.328190 -1.778962 2.753500 0.00 0.00 -0.01 0.322
H -4.604080 -0.338151 3.738373 0.00 0.00 -0.01 0.354
H -4.641454 3.089302 0.689302 -0.01 0.01 0.00 0.453
H -5.142073 4.849274 -0.991665 0.00 0.00 0.00 0.372
H -3.918564 4.884917 -3.141089 -0.01 0.00 0.00 0.371
H -2.235665 3.132292 -3.628663 0.00 0.02 -0.01 0.416
H -1.785544 1.343029 -1.967739 0.00 -0.01 -0.02 0.480
C 3.975233 -0.239335 2.453074 0.08 -0.03 0.01 -1.322
Si 2.093478 -0.109296 2.114385 0.12 0.20 -0.04 1.286
C 1.383424 -1.496623 3.219037 -0.01 -0.09 0.00 -1.424
C 1.653926 1.509837 3.040541 -0.03 0.04 0.05 -1.281
H 4.201695 -0.186243 3.524040 -0.02 -0.02 0.01 0.395
H 4.543398 0.560369 1.965056 -0.02 0.01 -0.02 0.290
H 4.361144 -1.194091 2.080744 0.00 0.00 -0.02 0.252
H 1.153212 -1.132533 4.226029 -0.02 -0.02 0.02 0.445
H 2.119271 -2.299817 3.311262 0.03 0.02 0.00 0.332
H 0.498847 -1.969352 2.788999 -0.06 0.04 0.01 0.298
H 1.897238 1.440089 4.106954 -0.01 -0.01 0.01 0.444
H 0.592689 1.760655 2.950196 0.00 -0.01 0.00 0.221
H 2.217583 2.358498 2.637188 0.00 -0.01 -0.04 0.262
```
Positions in Å, forces in eV/Å.

## Properties
charge	-1
2S+1	4
ΔE to the lowest compared entry with this formula, charge and spin	0.602	eV
orbital gap (alpha / beta)	0.1984 / 0.2201	Ha
⟨S²⟩	3.767

***

Computed, not measured: C4H10N4 in the gas phase, with wB97M-V/def2-TZVPD.

Structure (XYZ):
```
18
Properties=species:S:1:pos:R:3:forces:R:3:mulliken_charge:R:1
H 2.311314 1.070528 1.072636 0.40 -0.35 -0.75 0.255
N 2.877188 0.218303 0.771177 -0.11 1.26 1.46 -0.434
N 2.316087 -0.506122 -0.005222 -1.39 -0.82 -2.54 -0.085
C 0.856618 -0.124658 -0.738142 2.08 0.04 1.53 -0.233
N 0.652088 -0.902222 -1.893781 -0.18 0.44 0.36 -0.460
C -0.114277 -0.390192 0.382154 -3.75 0.70 -2.00 -0.148
N 0.056350 0.395152 1.549813 -0.56 -0.58 -0.38 -0.574
C -1.663326 -0.049066 -0.338312 2.23 -0.61 1.47 -0.334
C -2.581956 0.625228 0.328509 -0.05 -0.21 0.28 -0.704
H 0.890966 0.947228 -0.982873 0.10 -0.19 0.12 0.448
H 0.597674 -1.894078 -1.703220 0.34 0.11 -0.38 0.230
H 1.201212 -0.602695 -2.687614 0.05 -0.55 0.16 0.212
H -0.128904 -1.452338 0.634407 0.06 0.02 -0.01 0.412
H 0.549222 -0.074402 2.297710 -0.02 1.00 -0.06 0.263
H -0.005116 1.390284 1.372383 0.43 -0.31 0.82 0.260
H -1.826615 -0.401233 -1.350714 0.18 -0.06 0.12 0.350
H -2.411041 0.947476 1.348791 0.11 0.02 0.04 0.278
H -3.577485 0.802805 -0.057701 0.08 0.10 -0.24 0.265
```
Positions in Å, forces in eV/Å.

## Properties
charge	0
ΔE to the lowest compared entry with this formula, charge and spin	3.573	eV
orbital gap	0.3247	Ha

***

Computed, not measured: C6H12NO in the gas phase, with wB97M-V/def2-TZVPD.

Structure (XYZ):
```
20
Properties=species:S:1:pos:R:3:forces:R:3:mulliken_charge:R:1
C -0.606311 -1.325512 -0.560591 1.24 0.90 -0.88 -0.884
C -0.387802 0.287485 -0.413455 0.49 -2.03 -3.11 -0.259
C -1.012995 0.707982 0.878640 1.68 5.04 -2.82 -0.268
C -0.043459 0.503620 2.054426 1.41 -2.64 -0.77 -0.689
C -1.322845 0.362470 2.552788 -1.11 -0.85 4.05 -0.376
N 1.078448 0.835149 -0.722864 -1.17 -3.22 0.35 -0.428
C 1.652944 0.178622 -2.033107 -5.11 3.56 1.39 -0.398
O 1.884303 -1.068537 -2.137643 0.61 -2.16 -0.18 -0.364
H 0.192261 -1.536305 -1.317058 -0.82 -0.94 1.15 0.249
H -0.468353 -1.778084 0.423364 0.68 -0.20 -0.17 0.290
H -1.543756 -1.831849 -0.925507 0.43 1.52 0.09 0.355
H -0.974558 0.718402 -1.260619 0.25 -0.04 0.77 0.339
H -1.168563 1.832615 0.725661 -0.15 -1.53 0.83 0.216
H -1.930652 0.242695 0.788761 -2.34 -1.12 0.48 0.389
H 0.559267 1.343613 2.167711 0.72 1.64 0.01 0.252
H 0.529318 -0.428304 1.797565 0.20 0.75 0.72 0.302
H -1.385318 -0.708622 2.935881 -0.75 0.56 -1.52 0.135
H 1.636708 0.317046 -0.045530 0.18 0.42 0.59 0.325
H 2.507528 0.746112 -2.188857 2.05 1.28 -0.89 0.490
H 0.803834 0.601400 -2.719565 1.52 -0.93 -0.08 0.326
```
Positions in Å, forces in eV/Å.

## Properties
charge	0
2S+1	2
ΔE to the lowest compared entry with this formula, charge and spin	6.523	eV
orbital gap (alpha / beta)	0.3243 / 0.2028	Ha
⟨S²⟩	0.755

***

In the order shown, the computed electronic energy values come out to -3119.25231, -4120.58186, -377.31551, -365.48400 a.u..
In the order shown, the computed max |F| values come out to 3.51, 0.91, 4.31, 6.38 eV/A.